57
Properties=species:S:1:pos:R:3:forces:R:3:mulliken_charge:R:1 method="wB97M-V/def2-TZVPD" total_charge=-2 s_squared=0.766 energy_ev=-67965.4943 max_force_ev_per_a=0.57 gap_ev="4.5 / 4.7" de_lowest_kcal_mol=0.0 multiplicity=2 homo_ev="-0.46 / -0.65"
Hg 2.017 -1.102 1.759 0.4071 -0.3925 0.0317 1.21
N 2.416 -3.569 -1.673 0.0106 -0.0628 0.0298 -0.56
C 2.534 -2.447 -0.878 -0.0534 0.0795 -0.0709 0.42
S 3.515 -2.652 0.574 -0.1869 0.1327 0.0709 -0.51
N 1.955 -1.373 -1.303 0.0689 -0.0622 0.0242 -0.87
N 2.036 -0.304 -0.436 -0.0631 0.1459 -0.0297 0.51
C 1.985 0.856 -0.968 -0.0107 -0.0313 -0.1096 -1.11
C 2.081 2.142 -0.298 0.0082 0.0334 0.0489 1.02
C 1.859 3.263 -1.109 0.0049 -0.0613 0.0024 -0.56
C 1.946 4.558 -0.644 0.0089 0.0778 0.0101 -0.69
C 2.283 4.752 0.700 -0.0210 -0.0180 -0.0262 -0.39
C 2.521 3.681 1.528 -0.0063 -0.0083 -0.0313 -0.60
C 2.438 2.323 1.084 0.0056 0.0273 0.0511 0.49
O 2.673 1.373 1.906 0.0037 0.0590 -0.1059 -0.89
H 2.408 -4.416 -1.122 -0.0056 0.0026 -0.0195 0.29
H 1.617 -3.493 -2.291 0.0068 -0.0031 -0.0040 0.31
H 1.880 0.887 -2.056 0.0102 0.0212 0.0159 0.31
H 1.595 3.086 -2.148 0.0008 -0.0024 0.0010 0.32
H 1.753 5.396 -1.300 0.0026 0.0017 0.0020 0.37
H 2.362 5.759 1.097 -0.0004 0.0084 -0.0032 0.34
H 2.792 3.831 2.568 0.0076 -0.0078 0.0051 0.40
N 0.887 0.049 3.312 -0.0490 0.0432 0.1387 -0.19
N 0.462 -0.618 4.478 -0.0058 -0.0180 0.1379 -0.53
C 0.232 -2.013 4.336 -0.0035 0.0253 0.1758 0.28
N -0.402 -2.552 5.448 -0.0270 0.0423 0.0942 -0.59
N 0.556 -2.591 3.233 -0.1076 -0.0206 -0.2646 -0.18
N 0.432 -3.924 3.065 0.0237 -0.1701 0.0285 0.61
O 0.632 -4.375 1.901 0.0141 0.0400 0.0437 -0.72
O 0.183 -4.691 4.090 0.0317 -0.0274 -0.0784 -0.92
H 1.556 0.786 3.511 -0.0050 0.0543 0.0163 0.38
H 0.119 0.421 2.737 -0.0375 -0.0118 0.0136 0.59
H -0.379 -0.200 4.864 0.0088 0.0510 -0.0766 0.27
H 0.070 -2.277 6.302 -0.0079 0.0613 0.0087 0.20
H -0.378 -3.574 5.309 0.0066 -0.0070 -0.0682 0.39
S -1.466 3.484 0.171 0.0154 0.0113 0.0182 -0.19
C -1.927 2.019 -0.586 0.0097 0.0348 0.0078 -0.01
C -1.559 0.970 0.189 0.0579 -0.1377 0.0881 -1.13
N -0.928 1.307 1.364 -0.0373 0.0038 0.0982 -0.32
C -0.811 2.596 1.479 -0.0534 0.0456 -0.2149 -0.41
H -2.404 1.979 -1.552 -0.0014 0.0151 -0.0046 0.51
H -1.713 -0.073 -0.063 0.0027 0.0216 -0.0275 0.62
H -0.303 3.088 2.295 -0.0203 0.0010 0.0094 0.49
C -1.619 -2.236 -1.396 -0.0620 0.1646 0.0063 -1.56
C -2.133 -1.537 -2.448 -0.0300 -0.0199 0.0590 1.25
C -3.448 -1.793 -3.015 0.0161 0.0214 -0.0136 -1.00
C -3.975 -1.032 -4.012 0.0353 0.0350 -0.0051 -0.39
C -3.265 0.057 -4.587 -0.0518 0.0154 -0.0462 0.27
C -1.956 0.300 -4.088 -0.0203 0.0037 0.0115 -0.40
C -1.413 -0.446 -3.087 0.0011 0.0207 -0.0153 -0.50
C -3.824 0.840 -5.620 0.0630 -0.0677 0.0893 0.20
N -4.286 1.485 -6.468 -0.0194 0.0123 -0.0215 -0.73
H -0.665 -1.955 -0.966 0.0621 -0.1740 -0.1022 0.33
H -2.170 -3.039 -0.922 -0.0055 -0.0016 -0.0182 0.15
H -4.030 -2.611 -2.603 0.0003 -0.0068 0.0046 0.29
H -4.969 -1.257 -4.387 -0.0036 0.0000 -0.0018 0.39
H -1.375 1.106 -4.528 0.0008 -0.0059 -0.0006 0.41
H -0.402 -0.244 -2.748 0.0001 0.0055 0.0165 0.36